1.
Density functional theory data (ωB97M-V/def2-TZVPD) for a structure of composition C12H36O6S6Tl in a non-equilibrium geometry.

Structure (XYZ):
```
61
Properties=species:S:1:pos:R:3
S -2.6277 -1.9400 2.7925
H 0.8891 -3.3540 -2.6450
O 1.9722 1.7921 0.1458
H 3.4113 1.1626 -4.2621
H -0.6557 -5.8663 0.0092
C -0.0492 3.1723 3.9174
C 3.8569 3.6356 -0.6197
C 2.7754 -1.4928 -3.7609
H -0.5111 -6.0185 -1.6341
H -1.6047 2.8326 -1.7422
H 3.0116 1.9421 -2.7021
H -3.0332 2.8119 1.5168
C -0.1921 -5.3521 -0.8327
H -0.2677 4.1776 4.2776
S 3.1261 -0.2838 -2.3683
H -3.8470 1.1178 -1.6288
H 3.2721 4.0332 -1.4491
C -4.3566 -1.5744 2.2103
Tl 1.2597 -0.8289 1.3322
O -0.2056 -2.8492 0.1493
O -0.5179 1.4013 1.9847
H 4.3472 4.5473 -0.2783
H 0.8942 -5.4152 -0.7685
H -0.8449 1.9300 -0.3114
S -1.5429 0.4064 -1.7184
H -0.3157 -2.1141 -2.8495
H 4.7575 1.6116 1.2674
H 1.6727 1.2133 -3.6493
C 2.7343 1.1591 -3.4079
O -0.7112 -0.4772 -0.8052
C -2.6007 -3.7529 2.4035
C -2.5304 3.1523 2.4220
H -2.6736 2.4549 3.2473
O 2.0038 -0.6311 -1.3246
H -3.5200 -4.1226 2.8578
H 2.9404 -2.4672 -3.3012
H -4.5659 -1.7586 1.1566
H 3.5994 1.6156 2.4987
H 4.6231 3.0858 2.2969
S 2.7595 2.9555 0.7213
H 0.0667 2.3018 -1.8025
C -0.9145 2.0657 -1.3907
C 4.0807 2.2884 1.7890
H 1.7845 -1.4432 -4.2123
H -5.0573 -2.1506 2.8145
H -3.1413 1.0156 0.1031
H -1.6620 -4.0662 2.8606
H -3.6028 -0.4020 -0.8145
S -0.7063 2.9586 2.2079
C -0.1829 -3.1646 -2.5908
O -1.6426 -1.3224 1.7897
H -0.3441 2.4044 4.6326
H -4.6442 -0.5423 2.4107
H -0.6008 -3.7005 -3.4430
H 4.6756 3.0852 -1.0835
H -2.5432 -3.9485 1.3328
S -0.8952 -3.6695 -0.9678
C -3.2082 0.6099 -0.9063
H -2.7830 4.1498 2.7813
H 1.0270 3.0124 3.8513
H 3.5612 -1.3941 -4.5098
```

Summary:
Electronic energy = -94982.2994 eV
Spin multiplicity = 1
Gap between HOMO and LUMO = 0.1082 Eh
HOMO level = -16.7 eV
Energy relative to the best compared isomer or geometry (same formula, charge and spin) = 2.3552 eV
Lowest unoccupied orbital energy = -13.77 eV
Net charge = +3

---

2.
Density functional theory data (ωB97M-V/def2-TZVPD) for a cluster of 2 separate species, C13H8Cl3FN2O2S in total in a non-equilibrium geometry.

Structure (XYZ):
```
30
Properties=species:S:1:pos:R:3
C -1.9930 -3.4035 -1.1796
H 1.6790 -1.0246 -1.6576
H -0.3421 -0.9370 1.2798
F 1.7311 0.1970 -0.1392
C -4.1842 -2.3894 -0.7821
Cl 3.9068 -0.8160 -0.7537
C -0.8004 -1.5883 0.5464
C 0.4061 4.9002 0.9149
H -2.4197 -4.1283 -1.8703
Cl 1.0182 1.2677 2.5130
C -0.6271 -3.4564 -0.9486
N 1.0587 2.3327 0.1581
C -0.0212 -2.5102 -0.1042
H -0.0604 -4.2702 -1.3882
H -2.7141 -0.7654 0.8775
H 0.6408 5.3018 -1.2123
O 1.9648 -3.8792 -0.1662
Cl 1.4401 2.7652 -2.3467
C 0.8539 2.5977 1.4352
C 0.6917 4.5930 -0.4084
N -5.3244 -2.3403 -1.0233
O 2.1147 -2.0418 1.5967
C 1.0463 3.2891 -0.7552
C -2.1689 -1.5364 0.3356
H 0.1154 5.9137 1.2138
C 2.2000 -0.9412 -0.6936
C 0.5004 3.8781 1.8525
H 0.3147 3.9826 2.9052
S 1.7508 -2.5413 0.3248
C -2.7783 -2.4495 -0.5240
```

Summary:
Electronic energy = -71803.4498 eV
Spin multiplicity = 1
Gap between HOMO and LUMO = 0.3409 Eh
HOMO level = -9.7 eV
Structure (SMILES) = N#Cc1ccc(S(=O)(=O)[C@@H](F)Cl)cc1.Clc1cccc(Cl)n1
Energy relative to the best compared isomer or geometry (same formula, charge and spin) = 0.0000 eV
Lowest unoccupied orbital energy = -0.45 eV

---

3.
Density functional theory data (ωB97M-V/def2-TZVPD) for a structure of composition C10H20CeClYb in a non-equilibrium geometry.

Structure (XYZ):
```
33
Properties=species:S:1:pos:R:3
H 3.7245 0.9959 -4.5279
H -2.0623 -0.0965 3.5780
C -1.1845 -0.6319 3.9624
Yb 1.7071 -0.8847 -5.1202
Ce -0.2255 -0.2110 -0.6180
C -2.1686 -1.3172 -0.0926
H -0.8182 2.0948 4.0384
H 2.7318 1.9459 -5.6748
C 0.2419 0.4062 2.2487
C 2.7144 1.3609 -4.7438
C 0.1008 0.1578 3.7020
H -0.5586 2.5108 -1.7939
H 2.4523 2.0678 -3.9346
H -2.4826 -1.3382 0.9525
H 1.2262 -0.7969 5.2897
C 0.4588 0.9128 1.1396
H 1.3610 -1.6069 3.7342
Cl 1.7073 -1.9235 -2.8993
C -1.0020 1.5117 -1.6674
H 0.9462 2.0689 4.2100
H -1.5127 -1.0341 -5.4595
C 0.0295 1.5078 4.4008
H -1.1415 -1.6180 3.4797
H -2.1180 -2.3354 -0.5102
H -0.0791 1.3990 5.4797
H -2.8957 -0.7424 -0.6927
H -1.5234 1.2332 -2.6146
H -0.4939 -2.2508 -6.1750
H 2.2164 -0.0859 4.0225
H -0.7119 -0.6852 -6.9628
C -0.5773 -1.1779 -5.9999
C 1.2955 -0.6317 4.2155
H -1.3580 -0.8055 5.0335
```

Summary:
Electronic energy = -67669.1395 eV
Spin multiplicity = 3
Gap between HOMO and LUMO (alpha / beta) = 0.2182 / 0.2180 Eh
HOMO level (alpha / beta) = -3.6 / -3.6 eV
Lowest unoccupied orbital energy (alpha / beta) = 2.36 / 2.36 eV
Net charge = -1